Record 1
127
Properties=species:S:1:pos:R:3 method="wB97M-V/def2-TZVPD" max_force_ev_per_a=1.7 molar_mass_da=1084.90 charge=+1 e_tot_ev=-113601.0746
C 0.8168 -0.5925 5.9746
C 0.3721 0.8802 5.9428
C 0.2907 1.5174 4.5590
N -1.0699 1.5250 3.9354
C -1.0615 2.4134 2.7143
C -0.2252 1.8395 1.5967
C -0.4365 0.3336 1.3156
P -1.7758 0.1453 0.1084
O -3.0940 0.1729 0.7518
O -1.5502 -1.2025 -0.7049
O -1.6114 1.3201 -0.9540
C -0.6644 -0.5301 2.5751
C -1.1117 -1.9396 2.1994
O -0.0922 -2.5308 1.4067
C 0.9760 -3.1037 2.1413
C 2.2846 -2.3150 2.0011
C -1.6339 0.2010 3.4899
C -2.2257 -0.5981 4.6664
C -3.6872 -0.9044 4.3693
O -4.4911 -0.0455 4.5352
C -4.0215 -2.2596 3.8718
C -4.5833 -2.4259 2.6026
C -4.8558 -3.7083 2.1420
C -4.5771 -4.8063 2.9617
C -4.0446 -4.6364 4.2398
C -3.7536 -3.3590 4.7027
H 1.1779 -0.9534 5.0167
H 0.0242 -1.2428 6.3229
H 1.6286 -0.7243 6.6797
H 1.0901 1.4563 6.5123
H -0.5714 0.9830 6.4699
H 1.0236 1.0800 3.8976
H 0.5592 2.5627 4.6689
H -1.7201 1.9382 4.6016
H -2.0935 2.5752 2.4225
H -0.6494 3.3727 3.0052
H 0.8317 1.9955 1.7804
H -0.4612 2.4054 0.7052
H 0.4868 -0.0158 0.8595
H -0.6440 -1.5375 -0.6422
H -1.4472 0.9682 -1.8402
H 0.3068 -0.6695 3.0414
H -2.0210 -1.9369 1.6132
H -1.2887 -2.5554 3.0772
H 0.7359 -3.2070 3.1996
H 1.1400 -4.1096 1.7664
H 2.9183 -2.7288 1.2310
H 2.8108 -2.2942 2.9456
H 2.0351 -1.2909 1.7347
H -2.4840 0.4563 2.8596
H -1.6500 -1.4799 4.9078
H -2.2628 0.0628 5.5281
H -4.7658 -1.5446 2.0069
H -5.2691 -3.8464 1.1590
H -4.7810 -5.8012 2.5978
H -3.8474 -5.4776 4.8816
H -3.3376 -3.1911 5.6831
C -0.4872 7.2267 -2.4768
C -1.1049 6.3664 -3.3048
C -1.4165 4.9552 -2.8817
O -1.9867 4.2142 -3.6667
C -1.0233 4.5198 -1.5616
C -0.3994 5.3757 -0.7473
C -0.0951 6.7928 -1.1489
O 0.4638 7.4912 -0.3246
O 0.0003 5.0252 0.4710
O -1.4827 6.6778 -4.5318
H -0.2577 8.2426 -2.7643
H -1.2457 3.4977 -1.2830
H 0.4564 5.8004 0.8550
H -1.8633 5.8676 -4.9303
C -5.7280 0.5187 -3.2530
C -7.0630 0.6132 -3.1999
C -7.7661 1.9427 -3.2175
O -8.9815 1.9347 -3.1793
C -6.9607 3.1493 -3.2731
C -5.6244 3.0600 -3.3271
C -4.9200 1.7241 -3.3286
O -3.7051 1.7164 -3.3826
O -4.8473 4.1368 -3.3742
O -7.8668 -0.4380 -3.1284
H -5.2137 -0.4317 -3.2405
H -7.4772 4.0987 -3.2708
H -3.9108 3.8623 -3.4441
H -8.7772 -0.0840 -3.1083
C 7.2197 -1.2351 0.0393
C 8.3788 -1.6777 -0.4656
C 8.4289 -2.5971 -1.6540
O 9.5232 -2.9382 -2.0570
C 7.1719 -3.0318 -2.2430
C 6.0185 -2.5909 -1.7284
C 5.9754 -1.6502 -0.5557
O 4.8708 -1.3004 -0.1581
O 4.8260 -2.9410 -2.2018
O 9.5548 -1.3468 0.0412
H 7.1773 -0.5787 0.8967
H 7.2138 -3.7058 -3.0869
H 4.1733 -2.4706 -1.6511
H 10.2286 -1.7892 -0.5104
C 5.4665 -4.1070 2.5444
C 4.7360 -4.9473 3.2865
C 5.1767 -6.3604 3.5624
O 4.4482 -7.0379 4.2621
C 6.4231 -6.8221 2.9820
C 7.1564 -5.9838 2.2346
C 6.7240 -4.5644 1.9797
O 7.4448 -3.8546 1.3027
O 8.3027 -6.3305 1.6703
O 3.5738 -4.6184 3.8431
H 5.1634 -3.0892 2.3411
H 6.7233 -7.8422 3.1745
H 8.6317 -5.5462 1.1925
H 3.2809 -5.4182 4.3261
C -0.3505 2.2316 -8.4716
C -0.5137 2.7246 -9.7072
C -1.3358 3.9582 -9.9683
O -1.4174 4.3485 -11.1152
C -1.9848 4.6089 -8.8395
C -1.8242 4.1108 -7.6094
C -0.9817 2.8923 -7.3438
O -0.8698 2.5262 -6.1888
O -2.3924 4.6534 -6.5285
O 0.0284 2.1802 -10.7857
H 0.2410 1.3494 -8.2728
H -2.5853 5.4854 -9.0390
H -2.1469 4.0738 -5.7708
H -0.2441 2.7354 -11.5417

***

Record 2
113
Properties=species:S:1:pos:R:3 method="wB97M-V/def2-TZVPD" max_force_ev_per_a=2.6 molar_mass_da=1140.23 e_above_lowest_kj_mol=116.57 charge=+1 e_tot_ev=-216383.6553
Ta -0.3537 -0.1024 -0.4440
C 0.9594 -7.6047 0.3330
C 0.1694 -7.2069 -0.9146
C -1.1936 -7.9114 -0.8750
C 0.9700 -7.6520 -2.1458
C -0.0567 -5.7094 -1.0094
C 0.3582 -4.8184 -0.0277
C 0.1486 -3.4667 -0.2096
Se 0.5623 -2.1766 1.1871
C -1.2114 -2.2737 2.0007
C -1.4214 -3.1162 3.0765
C -2.6847 -3.2001 3.6432
C -3.7112 -2.4913 3.0233
C -3.5359 -1.6511 1.9298
C -2.2260 -1.4850 1.4432
O -1.8530 -0.6107 0.4866
C -4.7130 -0.9726 1.2435
C -4.4990 0.5426 1.1744
C -6.0390 -1.2244 1.9662
C -4.8096 -1.5588 -0.1739
C -2.9734 -4.0072 4.8956
C -3.4675 -3.0401 5.9819
C -4.0489 -5.0606 4.6022
C -1.7300 -4.7181 5.4302
C -0.4467 -2.9428 -1.3692
O -0.4760 -1.6147 -1.4624
C -0.9691 -3.8356 -2.3175
C -0.7342 -5.1887 -2.1064
C -1.8052 -3.4290 -3.5276
C -2.1292 -1.9344 -3.5897
C -3.1464 -4.1771 -3.4549
C -1.0525 -3.8194 -4.8068
H 1.1222 -8.6789 0.3215
H 0.4166 -7.3605 1.2424
H 1.9323 -7.1202 0.3516
H -1.0500 -8.9850 -0.7909
H -1.7743 -7.7182 -1.7726
H -1.7696 -7.5723 -0.0161
H 1.1814 -8.7160 -2.0903
H 1.9158 -7.1157 -2.1871
H 0.4289 -7.4642 -3.0681
H 0.8294 -5.1466 0.8848
H -0.5864 -3.6800 3.4583
H -4.7051 -2.6002 3.4226
H -4.3492 0.9546 2.1701
H -5.3665 1.0229 0.7286
H -3.6363 0.7824 0.5649
H -6.0052 -0.8529 2.9875
H -6.3011 -2.2798 1.9718
H -6.8317 -0.6931 1.4458
H -3.8997 -1.3554 -0.7388
H -5.6488 -1.1149 -0.7026
H -4.9617 -2.6372 -0.1268
H -4.4058 -2.5719 5.6998
H -2.7274 -2.2608 6.1541
H -3.6230 -3.5797 6.9114
H -4.9840 -4.6028 4.2944
H -4.2409 -5.6466 5.4970
H -3.7197 -5.7334 3.8137
H -0.9500 -4.0051 5.6830
H -1.3401 -5.4363 4.7139
H -1.9902 -5.2610 6.3348
H -1.0994 -5.8745 -2.8517
H -2.6136 -1.5967 -2.6724
H -2.8147 -1.7524 -4.4149
H -1.2388 -1.3383 -3.7660
H -3.6584 -3.9448 -2.5229
H -3.0199 -5.2531 -3.5161
H -3.7807 -3.8692 -4.2823
H -0.0827 -3.3276 -4.8434
H -1.6218 -3.5182 -5.6826
H -0.8957 -4.8932 -4.8608
Br -1.4705 2.4487 -0.0308
C -1.1465 3.1299 -1.8447
C -1.5184 4.4109 -2.1352
C -1.1900 4.9483 -3.3881
C -0.4761 4.2015 -4.2825
C -0.1047 2.8726 -3.9957
C 0.6527 2.1099 -4.9081
C 1.0283 0.8325 -4.5989
C 0.6181 0.2557 -3.3866
C -0.1471 0.9346 -2.4673
C -0.4759 2.2800 -2.7471
H -2.0458 5.0030 -1.4070
H -1.4833 5.9574 -3.6223
H -0.1724 4.6268 -5.2276
H 0.9410 2.5618 -5.8441
H 1.6377 0.2511 -5.2761
H 0.9295 -0.7608 -3.1773
O 4.8151 2.9154 1.4275
C 4.0351 3.1718 2.4569
O 4.3634 3.9157 3.3399
C 2.6894 2.5069 2.4961
C 1.8123 2.6298 3.5749
Cl 2.1460 3.3416 5.0671
N 0.6608 1.9776 3.2591
N 0.7552 1.4154 2.0515
C 1.9616 1.7276 1.5703
C 2.3190 1.2400 0.2242
O 3.3930 1.4505 -0.3027
O 1.3593 0.5693 -0.3413
C -0.5332 1.8705 4.0045
C -1.3460 0.7611 3.8045
C -2.5059 0.6101 4.5429
C -2.8617 1.5639 5.4806
C -2.0767 2.6948 5.6414
C -0.9170 2.8595 4.9042
H 4.4290 2.3401 0.7264
H -1.0656 0.0159 3.0790
H -3.1222 -0.2632 4.3888
H -3.7434 1.4271 6.0832
H -2.3626 3.4534 6.3508
H -0.3218 3.7474 5.0282